1.
{
  "formula": "CH3BrO3",
  "method": "ωB97M-V/def2-TZVPD",
  "charge": 0,
  "e_homo_ha": [-0.38633, -0.39159],
  "homo_lumo_gap_ev": [8.893, 8.206],
  "multiplicity": 1,
  "species": ["C", "O", "O", "O", "Br", "H", "H", "H"],
  "xyz": [[-0.62292, 1.44007, 0.44097], [-0.80612, 0.32360, -0.04462], [-2.57750, -0.47847, 0.78431], [-2.99139, 0.71909, 0.97748], [-2.95888, 1.67463, 2.97915], [-1.09395, 2.31682, -0.03880], [-0.11115, 1.44626, 1.37714], [-2.38284, 1.38029, 0.70212]]
}


2.
{
  "formula": "CH3BrO3P",
  "method": "ωB97M-V/def2-TZVPD",
  "charge": -1,
  "e_homo_ha": -0.16697,
  "homo_lumo_gap_ev": 8.208,
  "multiplicity": 1,
  "species": ["C", "O", "O", "O", "P", "Br", "H", "H", "H"],
  "xyz": [[0.18905, 0.04303, 0.28155], [1.59115, 2.08046, -1.18809], [2.33178, -1.81130, -0.01621], [1.75280, 2.16044, 1.37251], [1.53441, 1.36424, 0.12502], [3.21397, -0.39355, 0.12278], [0.55335, -0.90520, -0.16398], [0.02926, -0.16172, 1.23896], [-0.68392, 0.41666, -0.33068]]
}


3.
{
  "formula": "CH3BrOS",
  "method": "ωB97M-V/def2-TZVPD",
  "charge": 0,
  "e_homo_ha": [-0.33855, -0.32661],
  "homo_lumo_gap_ev": [5.443, 7.415],
  "multiplicity": 1,
  "species": ["C", "O", "S", "Br", "H", "H", "H"],
  "xyz": [[-0.25278, -0.23028, 0.11704], [-0.35023, -1.56749, 0.54258], [0.23467, -2.89446, -0.15046], [3.54027, 0.06200, 0.01300], [-0.27547, -0.20909, -1.03534], [0.66621, 0.07509, 0.55167], [-0.88370, 0.39328, 0.75049]]
}


ΔE to the lowest compared entry with this formula, charge and spin, respectively: 155.0 49.2 66.9 kcal per mole.